Record 1
DFT (the ωB97M-V functional and the def2-TZVPD basis) results for a single C7H7NO2S molecule at a distorted geometry.

LUMO = -0.0047 hartree
HOMO-LUMO gap = 9.029 eV

```
! wB97M-V def2-TZVPD RIJCOSX def2/J DEFGRID3
* xyz 0 1
C -1.4774 -1.7260 0.0415
C -0.0465 -1.7179 0.1105
C -2.3088 -0.6833 0.3217
C 0.7055 -0.6162 -0.0399
C 1.2935 1.6636 -0.5104
C 0.0871 0.7362 -0.3664
C -0.9373 1.1684 0.7155
N -1.9841 0.4958 0.9025
O 2.2671 1.2392 0.4140
O 3.2340 -0.8900 -0.6689
S 2.4529 -0.4231 0.4566
H -1.9389 -2.6821 -0.1585
H 0.4483 -2.6720 0.2396
H -3.3778 -0.8424 0.2740
H 1.7059 1.6005 -1.5279
H 1.0559 2.7060 -0.2878
H -0.4827 0.6645 -1.3026
H -0.6967 1.9788 1.3866
*
```

Atomic partial charges in e from the Mulliken method, atoms 1 to 4:
1. C -0.405
2. C -0.245
3. C -0.322
4. C -0.013

***

Record 2
DFT (the ωB97M-V functional and the def2-TZVPD basis) results for a single C7H7NO2S molecule at a distorted geometry.

SMILES string = O=S1(=O)N[C@H]1c1ccccc1
LUMO = -0.0001 hartree
HOMO-LUMO gap = 9.763 eV

```
! wB97M-V def2-TZVPD RIJCOSX def2/J DEFGRID3
* xyz 0 1
O 4.0189 -0.3551 -0.6056
S 2.8177 0.0704 0.0298
O 2.6614 1.4396 0.4201
N 2.2235 -1.0318 1.1031
C 1.3735 -0.7897 -0.4779
C 0.0270 -0.2808 -0.3124
C -1.0466 -1.1695 -0.2021
C -2.3308 -0.6938 -0.0264
C -2.5648 0.6723 0.0223
C -1.5083 1.5602 -0.1021
C -0.2161 1.0926 -0.2602
H 1.6409 -0.6137 1.8124
H 1.5534 -1.7331 -0.9632
H -0.8508 -2.2309 -0.2414
H -3.1506 -1.3901 0.0711
H -3.5690 1.0473 0.1545
H -1.6885 2.6250 -0.0793
H 0.6093 1.7812 -0.3429
*
```

Atomic partial charges in e from the Mulliken method, atoms 1 to 4:
1. O -0.576
2. S 1.027
3. O -0.568
4. N -0.516

***

Calculated ΔE to the lowest compared entry with this formula, charge and spin (kJ/mol), listed in the same order as above: 66.7 66.3
Calculated HOMO level (eV), listed in the same order as above: -9.2 -9.8